Entry 1:
C3H8N3 as an isolated structure in a non-equilibrium geometry, computed with ωB97M-V/def2-TZVPD.

Structure (XYZ):
```
14
Properties=species:S:1:pos:R:3:forces:R:3
C 1.089 -1.159 -0.214 2.929 0.536 -1.981
C 1.534 0.288 -0.216 0.849 -0.674 -0.039
C -0.654 -0.131 0.584 4.157 -2.032 1.840
N -0.067 -1.329 0.254 -4.256 1.706 2.161
N -2.203 0.049 -0.429 -1.716 -0.663 -0.817
N 0.274 0.991 0.162 -0.258 -0.007 0.265
H 1.705 -1.978 -0.543 0.181 -0.017 -0.120
H 2.303 0.422 0.552 -0.125 0.310 -0.026
H 1.930 0.614 -1.176 -0.166 0.199 0.090
H -1.037 -0.055 1.594 -0.612 0.317 -0.260
H -2.956 -0.131 0.223 -0.759 0.329 -0.179
H -2.153 -0.727 -1.080 -0.414 0.056 -0.743
H 0.400 1.670 0.920 0.034 -0.091 -0.265
H -0.164 1.475 -0.632 0.157 0.031 0.074
```
Forces are in eV/Å.

- Spin multiplicity: 3
- LUMO energy (spin up / spin down): -3.42 / -7.40 eV
- HOMO-LUMO gap (spin up / spin down): 0.25078 / 0.28473 Eh
- Electronic energy: -7698.4415 eV
- <S²>: 2.02
- Total charge: +1

=====

Entry 2:
An isolated ion of composition C3H8N3O and charge +1 in a non-equilibrium geometry, computed with ωB97M-V/def2-TZVPD.

Structure (XYZ):
```
15
Properties=species:S:1:pos:R:3:forces:R:3
C -0.451 0.766 0.767 1.634 1.423 0.071
C -1.638 0.576 -0.174 2.399 1.258 -1.078
C 0.376 -0.489 0.419 -0.994 2.357 -1.101
N -1.672 -0.787 -0.464 -0.960 -1.098 -0.657
N -0.612 -1.318 -0.248 2.106 -3.726 0.289
N 1.431 -0.111 -1.025 -0.953 -2.787 2.069
O 1.178 -0.918 1.325 0.697 -0.190 1.590
H 0.093 1.730 0.574 -0.400 -0.847 0.238
H -0.647 0.767 1.883 -0.177 -0.231 -1.421
H -2.511 0.894 0.204 -3.253 1.199 1.266
H -1.569 0.966 -1.232 0.209 0.404 1.132
H 1.039 -0.842 -1.624 0.078 1.147 -0.789
H 2.416 -0.212 -0.889 0.726 -0.532 0.343
H 1.240 0.834 -0.960 -0.930 2.340 -1.534
H 1.327 -1.856 1.444 -0.181 -0.717 -0.419
```
Forces are in eV/Å.

- Structure (SMILES): [NH3+][C@@]1(O)CCN=N1
- LUMO energy: -4.44 eV
- HOMO-LUMO gap: 0.36263 Eh
- Electronic energy: -9748.9658 eV
- Total charge: +1

=====

Entry 3:
C3H8N3O as an isolated structure in a non-equilibrium geometry, computed with ωB97M-V/def2-TZVPD.

Structure (XYZ):
```
15
Properties=species:S:1:pos:R:3:forces:R:3
C 2.001 0.514 -0.567 0.016 -1.168 -3.977
C -3.433 0.920 0.299 1.341 0.641 -1.229
C -1.734 -0.666 -0.007 1.439 -1.864 0.654
N -0.932 -1.539 0.024 -0.362 2.240 -0.830
N -2.927 -0.239 0.020 -3.006 2.343 0.656
N 2.080 -0.405 0.552 1.445 -1.585 -0.594
O 0.235 -1.899 -0.221 0.909 -1.851 -0.299
H 2.450 1.429 -0.535 1.982 2.284 1.167
H 2.455 0.080 -1.566 -0.987 0.272 2.205
H -2.772 1.843 0.474 -0.911 -1.470 0.009
H -4.509 1.136 0.127 0.727 -0.684 0.523
H 1.006 0.863 -0.855 -0.483 -0.961 0.456
H 1.752 0.006 1.411 -0.199 0.108 0.333
H 3.076 -0.766 0.746 -2.010 0.744 -0.586
H 1.254 -1.276 0.097 0.098 0.952 1.512
```
Forces are in eV/Å.

- LUMO energy: -5.08 eV
- HOMO-LUMO gap: 0.32635 Eh
- Electronic energy: -9746.8541 eV
- Total charge: +1

=====

Entry 4:
An isolated ion of composition C3H8N3O and charge +1 in a non-equilibrium geometry, computed with ωB97M-V/def2-TZVPD.

Structure (XYZ):
```
15
Properties=species:S:1:pos:R:3:forces:R:3
C 1.950 0.271 0.121 -5.717 -2.310 -2.902
C 0.530 -1.306 0.038 0.347 -0.167 -1.440
C 0.370 0.193 -0.333 1.646 -2.508 -0.890
N 1.896 -0.998 0.452 1.032 -3.440 2.216
N -0.141 0.639 -1.517 2.570 3.295 -0.024
N -0.657 0.890 0.977 -2.364 0.868 4.063
O 2.477 1.301 0.126 3.488 5.286 0.543
H -0.042 -1.811 0.780 -0.567 0.440 1.380
H 0.407 -2.067 -0.764 0.638 1.052 -0.334
H 2.699 -1.612 0.377 -0.118 -0.067 -0.117
H -0.812 0.176 -2.051 -0.877 -1.224 -0.732
H 0.453 1.341 -2.047 -1.378 -1.205 1.020
H -1.028 1.899 0.910 0.375 -1.909 -0.256
H -0.260 0.863 1.995 -0.520 -0.071 -2.259
H -1.479 0.177 1.039 1.447 1.958 -0.269
```
Forces are in eV/Å.

- Spin multiplicity: 3
- LUMO energy (spin up / spin down): -3.22 / -7.43 eV
- HOMO-LUMO gap (spin up / spin down): 0.22483 / 0.26499 Eh
- Electronic energy: -9745.3213 eV
- <S²>: 2.01
- Total charge: +1

=====

Entry 5:
An isolated ion of composition C3H8N3O2 and charge +1 in a non-equilibrium geometry, computed with ωB97M-V/def2-TZVPD.

Structure (XYZ):
```
16
Properties=species:S:1:pos:R:3:forces:R:3
C -0.521 1.228 -0.123 1.383 -0.008 2.498
C -1.600 0.097 0.044 2.498 1.754 4.917
C 0.820 0.945 0.489 1.541 -0.284 1.524
N -0.454 -1.966 0.428 0.186 0.001 0.135
N 1.800 0.214 0.023 0.694 -2.204 -1.337
N -1.079 -1.182 -0.261 0.363 -0.278 0.773
O 2.902 -0.044 0.464 0.098 0.743 0.752
O 1.535 -0.478 -1.166 -2.402 0.910 -1.044
H -0.343 1.332 -1.128 0.035 1.080 -2.492
H -0.717 2.167 0.479 -0.966 -0.975 -1.393
H -1.848 0.228 1.157 -0.138 -0.976 -1.599
H -2.391 0.206 -0.563 -3.013 0.883 -2.004
H 1.288 1.398 1.390 -1.252 0.108 -0.505
H -0.377 -1.526 1.337 0.225 -0.123 1.028
H -1.193 -1.453 -1.196 -0.211 -0.773 -2.041
H 2.178 -1.163 -1.374 0.961 0.144 0.788
```
Forces are in eV/Å.

- Structure (SMILES): [H]/N=[NH+]\CC/C=[N+](/[O-])O
- LUMO energy (spin up / spin down): -6.36 / -6.36 eV
- HOMO-LUMO gap (spin up / spin down): 0.25620 / 0.25617 Eh
- Electronic energy: -11792.8161 eV
- Total charge: +1

=====

Entry 6:
A 2-piece molecular cluster, C3H8N3O2 overall in a non-equilibrium geometry, computed with ωB97M-V/def2-TZVPD.

Structure (XYZ):
```
16
Properties=species:S:1:pos:R:3:forces:R:3
C -1.594 0.943 0.098 -1.554 4.723 -1.671
C -0.261 0.781 -0.003 4.741 -3.538 -0.011
C 2.140 -0.929 -0.141 2.194 1.618 -4.488
N 0.683 1.664 -0.057 2.095 -0.779 0.473
N -2.449 -0.045 -0.071 -0.031 -1.609 2.009
N 0.751 -1.057 -0.241 -2.386 1.471 0.625
O -1.845 -1.212 0.154 2.464 0.537 -0.309
O -3.618 0.010 -0.157 -1.420 0.206 -0.750
H -2.076 1.999 -0.118 1.011 -2.291 0.688
H 2.552 -0.100 0.384 0.178 1.339 0.822
H 2.716 -1.703 0.308 -0.298 -1.346 0.573
H 2.557 -0.821 -1.234 -0.483 -0.124 1.966
H 0.579 2.595 0.280 -0.529 0.975 -0.076
H 1.725 1.386 -0.042 -2.201 0.101 -0.202
H -2.422 -1.932 0.234 -2.361 -1.558 -0.096
H 0.563 -1.581 0.606 -1.419 0.276 0.447
```
Forces are in eV/Å.

- LUMO energy (spin up / spin down): -5.51 / -5.51 eV
- HOMO-LUMO gap (spin up / spin down): 0.31492 / 0.31488 Eh
- Electronic energy: -11791.7498 eV
- Total charge: +1

=====

- Which of these has the highest electronic energy?
  C3H8N3